[1]
{
  "formula": "C21H31ClN6O5S2V",
  "method": "ωB97M-V/def2-TZVPD",
  "homo_lumo_gap_ev": [6.57, 7.52],
  "spin_multiplicity": 4,
  "charge": 0,
  "energy_ha": -3724.20443,
  "e_lumo_ev": [0.386, 0.386],
  "e_homo_ev": [-6.18, -7.13],
  "symbols": ["V", "Cl", "C", "C", "C", "C", "O", "C", "C", "O", "C", "H", "H", "H", "H", "C", "N", "C", "C", "N", "C", "C", "N", "C", "C", "N", "C", "N", "C", "C", "C", "N", "C", "H", "H", "H", "H", "H", "H", "H", "H", "H", "H", "H", "H", "H", "H", "H", "H", "H", "H", "H", "H", "H", "H", "H", "H", "S", "C", "C", "S", "O", "O", "O", "H", "H", "H"],
  "positions_angstrom": [[0.43, 0.90, -1.09], [-5.53, 5.16, -1.46], [-4.02, 4.36, -1.11], [-3.47, 4.46, 0.18], [-2.29, 3.84, 0.48], [-1.58, 3.06, -0.48], [-0.49, 2.47, -0.14], [-2.15, 2.99, -1.79], [-1.52, 2.31, -2.88], [-0.51, 1.60, -2.85], [-3.36, 3.66, -2.07], [-3.99, 5.03, 0.93], [-1.86, 3.91, 1.47], [-2.00, 2.45, -3.86], [-3.77, 3.59, -3.08], [2.88, 2.40, -1.12], [3.57, 1.38, -0.38], [5.00, 1.42, -0.16], [5.21, 0.18, 0.70], [3.90, -0.01, 1.34], [3.65, -1.37, 1.83], [2.95, 0.61, 0.55], [1.66, 0.56, 0.62], [0.97, 0.08, 1.80], [0.20, -1.22, 1.57], [-1.02, -1.03, 0.77], [-2.14, -1.75, 1.15], [-3.16, -1.21, 1.81], [-3.41, 0.22, 1.88], [-4.25, -2.18, 1.91], [-3.58, -3.49, 1.47], [-2.26, -3.06, 1.03], [-1.40, -3.89, 0.21], [3.60, 3.09, -1.54], [2.19, 2.97, -0.48], [2.34, 1.98, -1.97], [5.29, 2.34, 0.37], [5.56, 1.36, -1.10], [5.99, 0.31, 1.45], [5.44, -0.68, 0.08], [4.60, -1.90, 1.85], [2.99, -1.91, 1.16], [3.26, -1.37, 2.84], [0.25, 0.85, 2.08], [1.64, -0.06, 2.65], [-0.11, -1.61, 2.54], [0.84, -1.96, 1.08], [-2.48, 0.75, 1.73], [-3.83, 0.46, 2.86], [-4.11, 0.51, 1.09], [-5.06, -1.88, 1.25], [-4.62, -2.21, 2.94], [-4.10, -3.96, 0.64], [-3.50, -4.22, 2.28], [-2.00, -4.35, -0.58], [-0.93, -4.67, 0.81], [-0.63, -3.28, -0.26], [-2.50, -0.68, -1.32], [-1.07, -0.42, -0.47], [2.36, -2.53, -3.45], [2.23, -1.73, -1.88], [1.34, -2.54, -1.07], [3.58, -1.61, -1.35], [1.64, -0.41, -2.22], [2.79, -3.52, -3.29], [3.00, -1.94, -4.09], [1.36, -2.61, -3.87]]
}

[2]
{
  "formula": "C3H6N3",
  "method": "ωB97M-V/def2-TZVPD",
  "homo_lumo_gap_ev": [8.63, 8.63],
  "smiles": "[H]/N=[NH+]/C=N\\C=C",
  "charge": 1,
  "energy_ha": -281.80310,
  "e_lumo_ev": [-5.918, -5.918],
  "e_homo_ev": [-14.55, -14.55],
  "symbols": ["H", "N", "N", "C", "N", "C", "C", "H", "H", "H", "H", "H"],
  "positions_angstrom": [[-0.57, 1.73, 0.99], [-0.55, 1.22, 0.10], [-1.39, 0.19, 0.02], [-1.02, -1.07, -0.24], [0.18, -1.47, 0.09], [1.20, -0.70, 0.25], [1.29, 0.58, -0.39], [-2.37, 0.40, 0.22], [-1.76, -1.80, -0.53], [1.97, -1.03, 0.94], [1.97, 1.32, -0.01], [1.05, 0.63, -1.45]]
}

[3]
{
  "formula": "C33H81N3O9",
  "method": "ωB97M-V/def2-TZVPD",
  "homo_lumo_gap_ev": 7.10,
  "charge": 0,
  "energy_ha": -2146.35474,
  "e_lumo_ev": -0.463,
  "e_homo_ev": -7.56,
  "symbols": ["O", "H", "H", "O", "H", "H", "O", "H", "H", "O", "H", "H", "C", "C", "C", "C", "C", "C", "N", "O", "C", "C", "C", "H", "H", "H", "H", "H", "H", "H", "H", "H", "H", "H", "H", "H", "H", "H", "H", "H", "H", "H", "C", "C", "C", "C", "C", "C", "N", "O", "C", "C", "C", "H", "H", "H", "H", "H", "H", "H", "H", "H", "H", "H", "H", "H", "H", "H", "H", "H", "H", "H", "C", "C", "C", "C", "C", "C", "N", "O", "C", "C", "C", "H", "H", "H", "H", "H", "H", "H", "H", "H", "H", "H", "H", "H", "H", "H", "H", "H", "H", "H", "C", "C", "C", "O", "H", "H", "H", "H", "H", "H", "H", "H", "C", "C", "C", "O", "H", "H", "H", "H", "H", "H", "H", "H"],
  "positions_angstrom": [[-4.03, -1.83, 0.26], [-3.30, -1.68, 0.86], [-4.75, -1.30, 0.62], [-3.15, 0.11, 2.38], [-3.36, -0.48, 3.11], [-2.19, 0.06, 2.31], [-2.86, -1.67, 3.76], [-3.35, -2.12, 4.45], [-2.56, -2.36, 3.18], [-1.61, -2.99, 2.77], [-2.24, -3.71, 2.70], [-0.77, -3.39, 2.57], [-7.03, 2.75, -3.08], [-5.50, 2.56, -2.77], [-5.28, 3.07, -1.35], [-3.93, 2.73, -0.77], [-3.64, 1.22, -0.83], [-3.90, 0.49, -2.22], [-5.11, 1.09, -2.88], [-5.45, 0.52, -4.13], [-2.69, 0.70, -3.03], [-4.28, -1.03, -1.96], [-4.66, 3.49, -3.66], [-7.33, 3.77, -2.89], [-7.58, 2.02, -2.49], [-7.34, 2.50, -4.09], [-5.26, 4.16, -1.25], [-6.09, 2.64, -0.76], [-3.79, 3.15, 0.23], [-3.17, 3.11, -1.44], [-4.13, 0.76, 0.03], [-2.56, 1.11, -0.73], [-2.28, 1.70, -2.88], [-2.02, -0.13, -2.82], [-3.06, 0.61, -4.05], [-3.69, -1.38, -1.11], [-5.30, -1.12, -1.60], [-4.24, -1.74, -2.78], [-4.52, 4.54, -3.42], [-4.85, 3.51, -4.73], [-3.64, 3.09, -3.58], [-6.33, 0.15, -4.06], [4.87, -1.99, 0.38], [3.94, -2.51, -0.77], [2.55, -2.06, -0.47], [2.44, -0.56, -0.72], [2.65, -0.25, -2.18], [4.05, -0.64, -2.74], [4.35, -2.01, -2.11], [5.50, -2.55, -2.60], [4.07, -0.78, -4.34], [5.09, 0.35, -2.18], [3.97, -4.12, -0.77], [5.24, -0.98, 0.23], [5.74, -2.63, 0.48], [4.57, -1.88, 1.42], [1.97, -2.62, -1.20], [2.11, -2.37, 0.48], [2.89, 0.15, -0.02], [1.38, -0.33, -0.59], [2.58, 0.83, -2.34], [1.78, -0.67, -2.70], [4.18, 0.22, -4.74], [4.88, -1.44, -4.67], [3.19, -1.18, -4.85], [4.87, 0.57, -1.14], [6.10, 0.01, -2.42], [5.01, 1.31, -2.68], [4.94, -4.58, -0.96], [3.33, -4.18, -1.66], [3.57, -4.70, 0.06], [5.23, -3.34, -3.07], [1.24, 1.26, 2.09], [1.50, 1.00, 3.56], [0.32, 0.15, 4.22], [0.38, -1.24, 3.75], [1.73, -1.85, 4.20], [3.01, -1.11, 3.66], [2.84, 0.34, 3.74], [3.94, 1.13, 3.36], [4.24, -1.40, 4.61], [3.42, -1.63, 2.28], [1.55, 2.35, 4.35], [2.08, 0.98, 1.46], [1.17, 2.33, 1.89], [0.30, 0.81, 1.77], [0.51, 0.09, 5.29], [-0.65, 0.64, 4.07], [0.37, -1.28, 2.66], [-0.49, -1.77, 4.14], [1.72, -2.86, 3.80], [1.75, -1.96, 5.28], [4.99, -0.60, 4.67], [3.76, -1.42, 5.59], [4.69, -2.33, 4.27], [3.51, -2.70, 2.43], [2.62, -1.48, 1.55], [4.30, -1.10, 1.92], [2.08, 3.15, 3.83], [1.81, 2.30, 5.41], [0.53, 2.75, 4.40], [3.88, 1.02, 2.41], [-0.10, -1.65, 0.31], [-1.16, -0.64, 0.69], [-2.12, -0.29, -0.45], [-2.00, -1.40, 1.50], [0.17, -2.32, 1.12], [0.76, -1.20, -0.19], [-0.56, -2.32, -0.41], [-0.73, 0.19, 1.25], [-2.47, -1.14, -1.04], [-1.64, 0.31, -1.21], [-2.97, 0.30, -0.10], [-1.51, -1.95, 2.11], [-0.57, 2.23, -2.05], [0.73, 3.08, -1.85], [1.34, 2.96, -0.42], [1.59, 2.44, -2.72], [-0.84, 2.13, -3.10], [-1.35, 2.90, -1.70], [-0.42, 1.26, -1.58], [0.45, 4.05, -2.26], [0.94, 3.59, 0.37], [2.31, 3.45, -0.37], [1.55, 1.98, 0.01], [1.29, 2.73, -3.58]]
}

[4]
{
  "formula": "C36H31NP3PtSe2",
  "method": "ωB97M-V/def2-TZVPD",
  "homo_lumo_gap_ev": 5.28,
  "charge": 3,
  "energy_ha": -7390.56960,
  "e_lumo_ev": -11.510,
  "e_homo_ev": -16.79,
  "symbols": ["Pt", "N", "P", "C", "C", "C", "C", "C", "C", "C", "C", "C", "C", "C", "C", "P", "C", "C", "C", "C", "C", "C", "C", "C", "C", "C", "C", "C", "H", "H", "H", "H", "H", "H", "H", "H", "H", "H", "H", "H", "H", "H", "H", "H", "H", "H", "H", "H", "H", "Se", "P", "Se", "C", "C", "C", "C", "C", "C", "C", "C", "C", "C", "C", "C", "H", "H", "H", "H", "H", "H", "H", "H", "H", "H"],
  "positions_angstrom": [[0.17, -0.27, 0.40], [-2.76, -0.24, 0.36], [-1.74, -1.06, 1.44], [-2.38, -0.62, 3.02], [-1.62, -0.03, 4.03], [-2.24, 0.35, 5.21], [-3.60, 0.12, 5.38], [-4.35, -0.49, 4.38], [-3.75, -0.87, 3.19], [-1.79, -2.77, 1.09], [-1.96, -3.69, 2.14], [-2.04, -5.04, 1.86], [-1.93, -5.48, 0.54], [-1.73, -4.57, -0.50], [-1.65, -3.22, -0.23], [-1.74, 0.57, -0.69], [-2.18, 2.26, -0.59], [-2.33, 3.00, -1.77], [-2.76, 4.31, -1.69], [-3.02, 4.89, -0.45], [-2.84, 4.16, 0.72], [-2.41, 2.85, 0.67], [-1.90, -0.09, -2.32], [-3.19, -0.35, -2.79], [-3.34, -0.86, -4.07], [-2.22, -1.13, -4.85], [-0.94, -0.88, -4.37], [-0.77, -0.36, -3.10], [-3.65, 0.15, 0.66], [-0.56, 0.14, 3.89], [-1.66, 0.81, 6.00], [-4.08, 0.41, 6.30], [-5.40, -0.69, 4.53], [-4.34, -1.37, 2.43], [-2.03, -3.34, 3.17], [-2.20, -5.75, 2.66], [-2.00, -6.54, 0.33], [-1.65, -4.93, -1.52], [-1.51, -2.52, -1.05], [-2.14, 2.55, -2.73], [-2.91, 4.89, -2.60], [-3.35, 5.92, -0.40], [-3.04, 4.63, 1.68], [-2.26, 2.29, 1.58], [-4.06, -0.15, -2.19], [-4.33, -1.05, -4.46], [-2.35, -1.53, -5.85], [-0.08, -1.09, -4.99], [0.23, -0.16, -2.71], [1.89, 0.91, 1.64], [3.33, 0.08, 0.20], [2.05, -1.68, -0.11], [3.39, 1.10, -1.26], [3.06, 0.62, -2.52], [3.13, 1.47, -3.61], [3.51, 2.79, -3.44], [3.85, 3.27, -2.17], [3.80, 2.43, -1.08], [4.94, -0.22, 0.81], [5.91, -0.65, -0.12], [7.19, -0.88, 0.32], [7.52, -0.69, 1.66], [6.56, -0.26, 2.57], [5.26, -0.03, 2.16], [2.78, -0.42, -2.67], [2.89, 1.11, -4.60], [3.57, 3.46, -4.29], [4.16, 4.30, -2.05], [4.09, 2.80, -0.10], [5.66, -0.78, -1.16], [7.95, -1.21, -0.38], [8.53, -0.87, 2.00], [6.83, -0.11, 3.61], [4.52, 0.29, 2.87]]
}

[5]
{
  "formula": "C4H3IO2",
  "method": "ωB97M-V/def2-TZVPD",
  "homo_lumo_gap_ev": [7.43, 7.27],
  "charge": 0,
  "energy_ha": -602.25673,
  "e_lumo_ev": [-0.872, -0.879],
  "e_homo_ev": [-8.30, -8.15],
  "symbols": ["C", "C", "C", "C", "O", "O", "I", "H", "H", "H"],
  "positions_angstrom": [[-1.34, 0.92, -0.79], [-0.05, 0.96, -1.26], [2.17, -1.98, 0.40], [-1.46, 0.58, 0.59], [2.17, -1.21, 1.24], [2.14, -2.79, -0.39], [1.34, 2.22, -0.45], [-2.15, 0.56, -1.35], [-0.61, 0.74, 1.16], [-2.22, -0.01, 0.85]]
}

[6]
{
  "formula": "C21H44BaN9O2",
  "method": "ωB97M-V/def2-TZVPD",
  "homo_lumo_gap_ev": 6.04,
  "charge": 1,
  "energy_ha": -1495.13662,
  "e_lumo_ev": -2.856,
  "e_homo_ev": -8.89,
  "symbols": ["Ba", "C", "C", "N", "C", "C", "N", "C", "C", "C", "N", "C", "C", "N", "C", "H", "H", "H", "H", "H", "H", "H", "H", "H", "H", "H", "H", "H", "H", "H", "H", "H", "H", "H", "H", "H", "H", "H", "H", "C", "C", "C", "C", "C", "C", "C", "C", "C", "C", "H", "H", "H", "H", "H", "H", "H", "H", "H", "H", "H", "H", "H", "H", "H", "N", "N", "C", "N", "N", "N", "O", "O", "H", "H", "H", "H", "H"],
  "positions_angstrom": [[0.43, 0.03, 0.26], [-1.55, 2.22, 3.30], [-0.78, 1.00, 3.81], [-0.78, -0.18, 2.92], [-2.07, -0.90, 2.91], [-2.88, -0.71, 1.64], [-2.21, -1.32, 0.48], [-3.13, -1.51, -0.65], [-3.56, -0.24, -1.37], [-2.52, 0.36, -2.30], [-1.49, 1.15, -1.63], [-1.91, 2.52, -1.28], [-2.06, 2.78, 0.21], [-0.80, 2.55, 0.92], [-0.81, 3.08, 2.28], [-2.53, 1.93, 2.93], [-1.75, 2.85, 4.17], [0.27, 1.29, 3.97], [-1.18, 0.73, 4.79], [-0.08, -0.81, 3.30], [-1.87, -1.97, 3.04], [-2.68, -0.60, 3.77], [-3.87, -1.15, 1.80], [-3.02, 0.35, 1.45], [-1.93, -2.25, 0.78], [-2.64, -2.17, -1.37], [-4.04, -2.03, -0.31], [-4.43, -0.51, -1.98], [-3.92, 0.51, -0.66], [-2.03, -0.44, -2.85], [-3.04, 0.98, -3.05], [-0.69, 1.25, -2.26], [-1.15, 3.21, -1.66], [-2.85, 2.77, -1.77], [-2.39, 3.82, 0.33], [-2.84, 2.15, 0.63], [-0.05, 3.01, 0.40], [0.23, 3.20, 2.61], [-1.26, 4.09, 2.29], [1.41, 2.41, -2.28], [2.15, 1.22, -2.09], [2.84, 1.32, -0.86], [2.49, 2.56, -0.26], [1.61, 3.23, -1.15], [1.16, 4.66, -1.01], [3.08, 3.14, 0.99], [3.91, 0.39, -0.37], [2.29, 0.14, -3.14], [0.77, 2.83, -3.58], [0.10, 4.79, -0.74], [1.30, 5.21, -1.94], [1.74, 5.18, -0.24], [2.35, 3.71, 1.57], [3.91, 3.81, 0.77], [3.47, 2.36, 1.65], [3.99, 0.39, 0.72], [4.90, 0.66, -0.75], [3.74, -0.65, -0.68], [1.32, -0.23, -3.49], [2.88, -0.70, -2.76], [2.80, 0.51, -4.03], [-0.30, 2.60, -3.69], [1.27, 2.36, -4.43], [0.85, 3.91, -3.72], [0.67, -2.81, -1.91], [1.85, -3.53, -1.69], [2.60, -3.32, -0.58], [3.72, -4.03, -0.47], [2.09, -2.44, 0.28], [2.73, -2.15, 1.45], [3.73, -2.73, 1.81], [2.18, -1.26, 2.09], [-0.08, -3.45, -2.10], [0.80, -2.18, -2.70], [2.22, -4.10, -2.42], [3.99, -4.68, -1.19], [4.28, -3.90, 0.35]]
}

Computed energy above the lowest of the compared OMol25 structures with the same formula, charge and spin, in the same sequence as the records: 0.3 72.0 569.8 27.5 61.6 10.5 kcal per mole.
Computed max |F|, in the same sequence as the records: 0.115 3.960 10.472 1.308 6.031 0.695 eV Å⁻¹.